The following is a quantum chemistry calculation of a cluster of 2 separate species, C5H9NO in total, from the Open Molecules 2025 dataset.

Output
* energy above the lowest of the compared OMol25 structures with the same formula, charge and spin: 2.2361 eV
* E_tot: -8866.977 eV
* gap between HOMO and LUMO: 10.2 eV
* net charge: 0
* F_max: 1.10 eV/A
* SMILES string: C=C(C)C#N.CO
* 2S+1: 1
* LUMO level: 0.44 eV
* molar mass: 99.13 g/mol

```
16
C5H9NO | the Open Molecules 2025 dataset | wB97M-V/def2-TZVPD
C 0.29 0.84 1.23
C 0.38 1.53 0.09
C 0.39 1.01 -1.33
C 0.37 2.97 0.21
N 0.27 4.12 0.29
H 0.30 1.35 2.19
H 0.21 -0.24 1.23
H 1.18 1.50 -1.91
H 0.52 -0.07 -1.37
H -0.56 1.28 -1.82
C -0.92 -2.41 0.24
O 0.34 -1.80 0.07
H -1.17 -3.07 -0.60
H -1.65 -1.60 0.28
H -1.00 -2.98 1.18
H 1.06 -2.43 0.03
```

Atomic partial charges in e from the Mulliken method, atoms 1 to 8: atom 1 (C): -0.7889, atom 2 (C): 0.6852, atom 3 (C): -1.0218, atom 4 (C): 0.0635, atom 5 (N): -0.4539, atom 6 (H): 0.2855, atom 7 (H): 0.3605, atom 8 (H): 0.3455

The following is a quantum chemistry calculation of a cluster of 2 separate species, C5H9NO in total, from the Open Molecules 2025 dataset.

Output
* energy above the lowest of the compared OMol25 structures with the same formula, charge and spin: 2.4575 eV
* E_tot: -8866.755 eV
* gap between HOMO and LUMO: 10.7 eV
* net charge: 0
* F_max: 0.77 eV/A
* SMILES string: C=C(C)CN=C=O.[H][H]
* 2S+1: 1
* LUMO level: 0.92 eV
* molar mass: 99.13 g/mol

```
16
C5H9NO | the Open Molecules 2025 dataset | wB97M-V/def2-TZVPD
C 1.44 0.57 0.27
C 0.34 -0.06 0.67
C 0.35 -1.53 1.00
C -1.01 0.62 0.66
N -1.69 0.27 -0.60
C -1.25 -0.58 -1.35
O -0.87 -1.38 -2.11
H 1.47 1.65 0.15
H 2.35 0.03 0.02
H 0.71 -1.64 2.04
H 1.03 -2.10 0.36
H -0.64 -2.00 0.95
H -1.66 0.30 1.47
H -0.92 1.71 0.71
H 0.55 1.80 -1.70
H -0.18 1.81 -1.76
```

Atomic partial charges in e from the Mulliken method, atoms 1 to 8: atom 1 (C): -1.0883, atom 2 (C): 0.8339, atom 3 (C): -1.2868, atom 4 (C): -0.7471, atom 5 (N): -0.4599, atom 6 (C): 0.7651, atom 7 (O): -0.4650, atom 8 (H): 0.4344

The following is a quantum chemistry calculation of an isolated molecule of C5H9NO, from the Open Molecules 2025 dataset.

Output
* energy above the lowest of the compared OMol25 structures with the same formula, charge and spin: 0.8261 eV
* E_tot: -8868.386 eV
* gap between HOMO and LUMO: 10.6 eV
* net charge: 0
* F_max: 1.36 eV/A
* SMILES string: O=CN1CCCC1
* 2S+1: 1
* LUMO level: 0.96 eV
* molar mass: 99.13 g/mol

```
16
C5H9NO | the Open Molecules 2025 dataset | wB97M-V/def2-TZVPD
O 0.93 -2.91 -0.08
C 1.24 -1.79 -0.40
N 0.66 -0.63 0.09
C 0.58 0.45 -0.90
C -0.25 1.56 -0.19
C -0.96 0.79 0.94
C -0.67 -0.70 0.66
H 2.06 -1.56 -1.10
H 1.58 0.77 -1.18
H -0.04 0.14 -1.74
H 0.38 2.35 0.22
H -0.93 1.97 -0.92
H -2.00 1.04 1.12
H -0.42 0.97 1.86
H -1.44 -1.18 0.03
H -0.71 -1.25 1.60
```

Atomic partial charges in e from the Mulliken method, atoms 1 to 8: atom 1 (O): -0.5255, atom 2 (C): 0.0555, atom 3 (N): -0.0521, atom 4 (C): -0.6804, atom 5 (C): -0.5234, atom 6 (C): -0.5303, atom 7 (C): -0.6667, atom 8 (H): 0.3341

The following is a quantum chemistry calculation of an isolated molecule of C5H9NO, from the Open Molecules 2025 dataset.

Output
* energy above the lowest of the compared OMol25 structures with the same formula, charge and spin: 1.6105 eV
* E_tot: -8867.602 eV
* gap between HOMO and LUMO: 11.2 eV
* net charge: 0
* F_max: 1.10 eV/A
* SMILES string: COC(C)(C)C#N
* 2S+1: 1
* LUMO level: 0.87 eV
* molar mass: 99.13 g/mol

```
16
C5H9NO | the Open Molecules 2025 dataset | wB97M-V/def2-TZVPD
C -0.91 -1.63 1.02
O -1.08 -0.42 0.29
C 0.08 0.28 -0.12
C 0.42 -0.01 -1.59
C -0.19 1.76 0.14
C 1.29 -0.08 0.67
N 2.32 -0.23 1.18
H -1.03 -2.51 0.38
H 0.09 -1.66 1.48
H -1.65 -1.64 1.82
H -0.41 0.34 -2.22
H 0.57 -1.08 -1.75
H 1.33 0.51 -1.89
H 0.57 2.41 -0.31
H -0.22 1.96 1.21
H -1.17 2.01 -0.29
```

Atomic partial charges in e from the Mulliken method, atoms 1 to 8: atom 1 (C): -0.6822, atom 2 (O): -0.3873, atom 3 (C): 1.5011, atom 4 (C): -1.3870, atom 5 (C): -1.5358, atom 6 (C): -0.0276, atom 7 (N): -0.4566, atom 8 (H): 0.2413

The following is a quantum chemistry calculation of an isolated molecule of C5H9NO, from the Open Molecules 2025 dataset.

Output
* energy above the lowest of the compared OMol25 structures with the same formula, charge and spin: 3.1928 eV
* E_tot: -8866.020 eV
* gap between HOMO and LUMO: 7.7 eV
* net charge: 0
* F_max: 0.23 eV/A
* SMILES string: CC1=C([O-])C[N@@H+]1C
* 2S+1: 1
* LUMO level: 0.49 eV
* molar mass: 99.13 g/mol

```
16
C5H9NO | the Open Molecules 2025 dataset | wB97M-V/def2-TZVPD
C -0.19 -1.81 0.92
C 0.13 -0.38 0.74
C 0.28 0.81 1.44
O 0.18 1.25 2.58
C 0.72 1.53 0.12
N 0.41 0.23 -0.60
C -0.74 0.24 -1.55
H -1.03 -2.16 0.29
H -0.49 -1.96 1.96
H 0.66 -2.48 0.72
H 1.79 1.76 0.06
H 0.13 2.36 -0.26
H 1.23 -0.14 -1.08
H -1.56 -0.32 -1.10
H -0.46 -0.22 -2.50
H -1.06 1.27 -1.73
```

Atomic partial charges in e from the Mulliken method, atoms 1 to 8: atom 1 (C): -1.1273, atom 2 (C): -0.1620, atom 3 (C): 0.6204, atom 4 (O): -0.7479, atom 5 (C): -0.5823, atom 6 (N): 0.1382, atom 7 (C): -0.7984, atom 8 (H): 0.2946

The following is a quantum chemistry calculation of an isolated molecule of C5H9NO, from the Open Molecules 2025 dataset.

Output
* energy above the lowest of the compared OMol25 structures with the same formula, charge and spin: 0.8825 eV
* E_tot: -8868.330 eV
* gap between HOMO and LUMO: 10.7 eV
* net charge: 0
* F_max: 0.70 eV/A
* SMILES string: [H]/N=C1/CCCCO1
* 2S+1: 1
* LUMO level: 0.92 eV
* molar mass: 99.13 g/mol

```
16
C5H9NO | the Open Molecules 2025 dataset | wB97M-V/def2-TZVPD
H 2.83 1.61 -0.04
N 2.65 0.61 0.03
C 1.40 0.40 -0.08
C 0.85 -1.03 -0.06
C -0.62 -1.16 0.32
C -1.44 -0.06 -0.32
C -0.84 1.28 0.06
O 0.53 1.42 -0.33
H 1.06 -1.45 -1.05
H 1.39 -1.62 0.67
H -0.70 -1.10 1.41
H -0.95 -2.16 0.04
H -1.45 -0.17 -1.41
H -2.47 -0.11 0.04
H -0.90 1.42 1.15
H -1.35 2.10 -0.43
```

Atomic partial charges in e from the Mulliken method, atoms 1 to 8: atom 1 (H): 0.2799, atom 2 (N): -0.7238, atom 3 (C): 0.4006, atom 4 (C): -0.2875, atom 5 (C): -0.6477, atom 6 (C): -0.5085, atom 7 (C): -0.4408, atom 8 (O): -0.4062

The following is a quantum chemistry calculation of a cluster of 2 separate species, C5H9NO in total, from the Open Molecules 2025 dataset.

Output
* energy above the lowest of the compared OMol25 structures with the same formula, charge and spin: 4.5974 eV
* E_tot: -8864.615 eV
* gap between HOMO and LUMO: 9.2 eV
* net charge: 0
* F_max: 3.72 eV/A
* 2S+1: 1
* LUMO level: 0.22 eV
* molar mass: 99.13 g/mol

```
16
C5H9NO | the Open Molecules 2025 dataset | wB97M-V/def2-TZVPD
C 0.16 -1.33 1.04
C -0.90 0.62 -0.40
C -0.41 1.74 0.49
C -0.67 -1.13 -0.08
C 1.30 -0.41 -0.42
N 1.72 -0.90 -1.47
O -1.03 -1.85 -0.98
H 1.09 -1.55 -1.95
H 0.24 -0.57 1.80
H 0.31 -2.37 1.31
H -0.78 0.83 -1.46
H -1.97 0.48 -0.21
H 1.86 0.28 0.20
H 0.58 2.09 0.22
H -1.06 2.61 0.36
H -0.43 1.46 1.54
```

Atomic partial charges in e from the Mulliken method, atoms 1 to 8: atom 1 (C): -0.5894, atom 2 (C): -0.3975, atom 3 (C): -1.0433, atom 4 (C): 0.5131, atom 5 (C): -0.1459, atom 6 (N): -0.5669, atom 7 (O): -0.6151, atom 8 (H): 0.3083

The following is a quantum chemistry calculation of a structure of composition C5H9NO, from the Open Molecules 2025 dataset.

Output
* energy above the lowest of the compared OMol25 structures with the same formula, charge and spin: 6.6912 eV
* E_tot: -8862.521 eV
* gap between HOMO and LUMO: 8.9 eV
* net charge: 0
* F_max: 0.44 eV/A
* 2S+1: 1
* LUMO level: 0.79 eV
* molar mass: 99.13 g/mol

```
16
C5H9NO | the Open Molecules 2025 dataset | wB97M-V/def2-TZVPD
C -1.66 -1.13 0.16
C -0.57 -0.23 -0.37
C -0.73 1.32 -0.47
C 0.58 1.48 0.40
C 0.70 0.00 0.16
N 1.57 -0.89 -0.29
O 2.68 -1.12 0.54
H -2.39 -1.39 -0.63
H -2.22 -0.64 0.97
H -1.25 -2.06 0.54
H 0.42 -1.32 -0.88
H -0.61 1.73 -1.48
H -1.64 1.72 -0.01
H 0.34 1.76 1.43
H 1.39 2.11 0.02
H 3.38 -1.35 -0.09
```

Atomic partial charges in e from the Mulliken method, atoms 1 to 8: atom 1 (C): -1.1676, atom 2 (C): 0.1187, atom 3 (C): -0.7136, atom 4 (C): -0.5193, atom 5 (C): 0.1946, atom 6 (N): -0.2494, atom 7 (O): -0.4229, atom 8 (H): 0.2826